A cluster of 2 separate species, C6H9NOS in total at a distorted geometry, computed with the ωB97M-V functional and the def2-TZVPD basis.

For the HOMO-LUMO gap (alpha / beta), the calculation gives 7.28 / 7.79 eV. The LUMO energy (alpha / beta) comes out at 0.27 / 0.15 eV. The highest occupied orbital energy (alpha / beta) is -7.00 / -7.65 eV. For the relative energy (zero: lowest compared OMol25 entry of this formula, charge and spin), the calculation gives 2.603 eV.

Structure (XYZ):
```
18
Properties=species:S:1:pos:R:3:forces:R:3:mulliken_charge:R:1
C 0.69765 1.16543 2.16112 -0.1366 0.1338 0.1223 -0.378
C 0.08453 1.30864 0.91537 -0.0711 -0.0581 -0.1474 -0.599
C 1.52390 0.07904 2.22404 0.2835 -0.4330 -0.4265 -0.540
C 0.45955 0.33213 0.00864 0.4608 -0.2753 0.2068 0.384
C -0.93548 0.94381 -2.02882 0.1584 -0.0579 0.1275 -1.418
C 0.05606 0.10019 -1.31518 -0.8218 -1.3845 0.0337 0.291
N -0.49317 -2.39016 -0.09768 -0.2075 -0.2905 0.1059 -0.305
O -1.10385 -1.66825 -1.02452 0.7353 1.3264 -0.3520 -0.388
S 1.55765 -0.80015 0.75813 -0.0506 0.8666 0.3514 -0.058
H 0.54926 1.84852 2.98140 -0.0157 0.0196 0.1064 0.389
H -0.57917 2.11518 0.66532 -0.1402 0.1655 -0.0905 0.373
H 2.10327 -0.26020 3.05843 0.1193 -0.0621 0.2283 0.430
H -0.43081 1.78542 -2.50742 -0.0358 0.0915 -0.0477 0.356
H -1.69402 1.31975 -1.35009 -0.0937 0.0714 0.0441 0.371
H -1.41393 0.34893 -2.80027 -0.0984 -0.0302 -0.1055 0.343
H 0.73685 -0.46712 -1.93539 -0.0262 -0.0343 -0.0299 0.328
H -0.07535 -3.24062 -0.46109 -0.1234 -0.0274 0.0559 0.202
H -1.04294 -2.52055 0.74803 0.0637 -0.0213 -0.1828 0.219
```
Positions in Å, forces in eV/Å.